Entry 1:
Entry from the Open Molecules 2025 dataset: 7 unconnected molecules or ions with the total composition C30H57BF3N8O9 (wB97M-V/def2-TZVPD).

```
108
Properties=species:S:1:pos:R:3:forces:R:3
F 2.820 0.231 3.334 2.331 2.702 -0.110
H -3.045 -6.216 0.279 0.059 -0.172 0.040
O -0.142 -1.749 5.327 -0.767 2.241 -1.243
H 6.129 -3.721 -3.054 0.124 0.023 -0.170
C -1.725 -5.161 -2.452 -0.009 -0.252 0.181
H -5.122 -2.195 0.552 0.083 0.024 -0.176
N -0.384 -0.465 0.383 2.681 2.206 -1.434
H -3.092 -2.030 -0.258 -0.132 0.011 -0.008
C 7.136 6.725 3.237 0.325 -0.030 -0.065
H -1.472 -6.680 -0.424 -0.103 0.062 -0.119
C -1.176 -0.174 2.553 1.183 1.443 -1.252
F 4.042 3.495 4.520 -1.664 -1.508 -2.393
O -5.095 -6.079 -1.575 0.277 0.045 0.063
O -1.194 0.397 6.093 1.093 -1.064 -2.297
H 7.321 6.422 2.204 -0.042 0.183 0.001
N -4.599 -0.818 -0.953 1.277 -0.487 0.053
O 9.722 5.712 3.379 -0.333 0.036 0.032
H -6.082 0.452 -1.715 0.127 -0.185 0.070
H 1.281 2.549 -6.971 -0.076 -0.080 0.075
C 8.858 5.254 4.101 -0.224 0.170 -0.058
H -8.947 3.934 1.790 0.100 0.102 0.153
N -7.997 2.261 1.000 0.135 -0.738 0.461
H 0.956 0.304 -1.967 0.253 1.380 1.271
H -1.171 -4.523 -1.758 0.157 0.014 -0.175
H -2.939 -7.628 -0.792 0.064 0.024 0.183
H -7.164 4.019 1.737 -0.095 0.107 0.145
F 5.050 1.110 3.562 -3.973 -0.343 0.383
O 2.220 -5.304 -2.878 0.010 -0.067 0.217
H 6.246 -5.134 -4.139 0.101 0.182 -0.059
H -0.664 1.143 5.720 -0.744 -0.583 0.801
H -0.054 1.591 -7.653 0.034 0.180 -0.057
H -0.372 1.698 3.638 0.129 -0.934 -1.666
C -7.923 0.966 1.419 -0.222 0.511 -0.127
N 7.557 5.662 4.128 0.576 -0.371 0.173
H 4.386 -6.844 -2.105 0.069 0.024 0.178
C 2.919 0.286 -0.854 -0.378 -3.367 1.184
C 4.771 -5.840 -1.910 -0.289 -0.057 -0.001
H 1.069 3.226 3.829 0.918 0.216 -1.163
C -3.304 -1.221 -0.975 -1.217 -0.006 0.190
O 3.200 -0.297 0.507 -0.755 1.602 -3.591
C -0.983 0.681 -5.211 0.114 -0.159 0.246
H -2.555 -1.636 3.617 0.517 1.475 -0.009
C 0.611 1.565 1.525 -2.705 -3.227 0.720
C -0.311 1.100 2.666 0.927 -0.702 -2.803
H 7.723 7.623 3.448 -0.116 0.024 -0.162
H 6.076 6.940 3.373 0.110 -0.088 0.073
C -2.546 -6.626 -0.602 -0.290 -0.045 -0.007
C 5.581 -4.359 -3.751 -0.019 -0.185 0.199
C 3.184 -4.809 -3.425 0.567 0.019 0.026
H 4.269 -5.439 -1.026 0.076 -0.167 0.041
H -8.108 3.612 -0.601 0.008 -0.117 0.116
H -1.067 -5.945 -2.834 0.161 0.235 -0.045
H 1.086 3.675 0.970 0.530 -1.166 1.100
H 5.845 -5.888 -1.731 -0.114 0.063 -0.102
C -2.092 -0.611 3.807 0.771 0.022 -0.631
H 1.477 2.029 -1.289 -0.667 -1.484 0.358
C -5.577 -1.415 -0.060 0.166 -0.017 -0.022
N -2.829 -5.780 -1.746 -0.617 0.330 -0.359
C 1.558 2.838 1.598 0.118 -0.898 -0.420
H 4.008 -1.834 -0.495 -1.910 -0.060 -1.419
H 9.072 4.442 4.815 -0.099 -0.015 0.054
H -1.790 0.978 -5.881 0.172 0.022 0.027
O -2.430 -0.762 -1.700 0.375 0.229 -0.044
H -6.382 -1.851 -0.656 -0.068 0.036 0.242
H -7.158 2.133 -0.902 -0.119 0.122 -0.110
C -5.021 0.240 -1.849 0.242 0.018 -0.142
H 3.077 -4.147 -4.299 0.103 0.021 -0.033
N -1.154 -0.904 1.363 0.088 1.959 3.085
H 5.216 -3.752 -4.581 -0.040 -0.085 0.096
H 2.283 1.553 -5.295 -0.046 0.000 -0.044
H -8.931 2.048 -0.850 0.106 0.085 -0.127
N 4.481 -4.990 -3.049 -0.638 0.277 -0.356
H 2.023 -1.810 -0.186 1.421 -0.157 -1.714
H -5.982 -0.643 0.588 -0.009 -0.313 -0.099
O -7.899 -0.012 0.692 -0.314 0.571 0.033
C 1.392 1.040 -4.901 -0.612 0.268 -0.657
N 0.268 1.295 -5.620 0.940 -0.076 0.452
C 0.279 2.161 -6.782 -0.165 -0.096 0.046
H -0.871 -0.406 -5.229 -0.165 0.065 0.072
H 3.805 0.791 -1.472 -2.123 -1.145 1.651
H -4.834 -0.067 -2.880 -0.058 0.169 0.013
H -2.883 0.192 4.046 1.159 -1.269 -0.738
C 6.582 5.066 5.019 0.009 0.258 -0.290
O 1.450 0.322 -3.914 -0.074 -0.035 -0.039
C -4.126 -5.591 -2.123 0.310 -0.133 0.182
H 7.036 4.282 5.628 0.029 0.088 -0.094
B -1.096 -0.697 5.125 0.631 0.310 1.142
C 1.915 3.334 3.075 0.608 0.466 0.728
H -4.228 -4.933 -3.001 0.107 0.030 -0.042
H -4.437 1.141 -1.640 -0.092 0.035 -0.139
H 5.775 4.634 4.423 0.136 0.071 0.257
C -8.052 2.538 -0.423 -0.072 -0.294 -0.032
C 1.333 0.922 -1.075 1.700 -2.094 1.072
C 2.972 -1.379 -0.653 0.638 4.224 3.683
H -7.887 0.871 2.517 -0.016 0.083 0.011
H -0.403 2.997 -6.610 0.066 0.022 -0.177
H -2.083 -4.556 -3.286 -0.055 -0.077 0.101
H -0.442 -1.040 -0.488 -0.449 0.524 0.752
C -8.022 3.370 1.932 -0.025 0.001 -0.248
H 0.744 -1.411 5.044 -0.804 -0.621 0.685
H 2.542 2.565 1.061 -1.486 0.330 0.823
H 2.131 4.465 3.005 -0.204 -1.792 0.227
H 6.179 5.842 5.675 -0.107 -0.163 0.095
C 3.648 1.343 3.517 1.024 1.878 0.471
H -7.975 3.015 2.963 -0.016 -0.039 -0.129
H -1.219 0.992 -4.191 -0.143 -0.148 -0.063
C 0.510 0.626 0.263 -0.701 1.365 2.677
C 3.223 2.674 3.693 0.125 -2.071 0.047
```
Positions in Å, forces in eV/Å.

## Properties
HOMO-LUMO gap = 6.30 eV
Maximum force = 5.6 eV/Å
Net charge = +1
Lowest unoccupied orbital energy = -4.263 eV

Mulliken population analysis, charges in e, atoms 1 to 99: F -0.13; H 0.29; O -0.58; H 0.32; C -0.93; H 0.32; N 0.71; H 0.36; C -0.95; H 0.36; C 0.34; F -0.28; O -0.59; O -0.56; H 0.29; N 0.22; O -0.57; H 0.31; H 0.30; C 0.12; H 0.34; N 0.13; H 0.42; H 0.28; H 0.30; H 0.34; F -0.23; O -0.62; H 0.35; H 0.31; H 0.34; H -0.01; C 0.08; N 0.14; H 0.30; C 0.26; C -0.93; H 0.32; C 0.14; O -0.35; C -0.86; H 0.27; C 0.87; C -0.16; H 0.31; H 0.36; C -0.94; C -0.92; C 0.13; H 0.25; H 0.39; H 0.40; H 0.49; H 0.39; C -0.68; H 0.43; C -0.79; N 0.13; C -0.58; H 0.38; H 0.27; H 0.38; O -0.75; H 0.32; H 0.07; C -1.00; H 0.30; N -1.19; H 0.30; H 0.32; H 0.32; N 0.13; H 0.18; H 0.25; O -0.61; C 0.02; N 0.16; C -0.94; H 0.29; H 0.32; H 0.31; H 0.22; C -0.83; O -0.62; C 0.07; H 0.30; B 0.62; C -0.71; H 0.31; H 0.29; H 0.29; C -0.73; C -1.18; C -0.68; H 0.35; H 0.35; H 0.32; H 0.38; C -0.93

Entry 2:
Entry from the Open Molecules 2025 dataset: a molecular structure, C30H57Br18O4S (wB97M-V/def2-TZVPD).

```
110
Properties=species:S:1:pos:R:3:forces:R:3
H 0.970 -0.258 -3.115 -1.404 0.868 1.246
C -6.305 4.271 3.671 -0.140 -0.117 -0.180
H 2.818 1.374 4.122 -0.151 -0.231 -0.054
H -3.839 -10.863 -5.406 0.249 -0.187 -0.090
C -0.739 1.181 8.329 -0.257 0.185 -0.035
H -3.883 -1.059 -3.456 0.441 1.866 -1.974
H -0.609 2.422 -1.954 1.373 -1.441 -1.330
S 2.225 -0.279 -0.519 -0.743 -0.635 -1.165
C -5.219 3.805 -4.649 0.008 -0.059 0.237
C 7.168 -2.515 -0.632 -0.378 0.188 -0.020
Br -1.768 2.206 0.616 -0.378 0.064 -0.108
H -1.130 -2.012 -0.124 1.902 -0.007 -1.521
H -4.771 -0.294 -4.934 2.186 0.275 0.803
C 0.232 2.195 -4.174 0.207 -0.528 0.775
C -0.427 -4.375 -1.929 -0.968 0.710 -0.868
C -0.988 1.481 -5.004 1.031 0.054 -1.576
O -2.340 2.028 -4.683 -0.857 -3.252 1.475
C 1.214 -0.085 3.821 -0.152 0.446 -0.127
H -3.267 4.165 0.461 0.008 0.040 0.226
H 3.938 5.900 5.098 -0.050 -0.118 -0.134
H -0.834 1.717 -6.164 -0.362 -0.518 2.451
C -5.367 5.287 -4.905 0.180 0.095 -0.001
H 6.429 -3.321 -0.627 0.175 0.088 0.074
H -2.076 -6.264 -5.276 1.646 -0.551 1.735
C -6.831 4.807 4.982 0.095 -0.063 0.233
O -0.375 -6.372 -3.635 -4.718 -0.009 -3.036
H 8.731 0.408 4.347 -0.101 0.123 -0.103
H 0.481 0.267 4.552 0.221 -0.030 0.052
H 7.846 0.262 2.074 0.017 0.144 0.110
H -0.807 -2.355 -2.912 1.762 -0.594 1.819
C 3.596 5.027 4.535 0.008 0.199 0.222
O -1.775 -8.209 -4.422 2.242 8.424 -0.633
C 8.118 -2.656 0.535 0.136 -0.264 -0.065
C -2.193 4.486 2.302 -0.252 0.245 0.043
C 3.195 5.423 3.132 0.178 -0.134 -0.357
Br -5.348 5.679 -6.816 -0.094 0.040 0.048
H -1.033 0.308 -4.898 0.443 2.439 0.005
H 0.394 -4.968 -1.341 -1.679 1.060 -1.241
Br -6.890 2.860 -4.995 0.059 -0.028 -0.068
H -1.758 -4.634 -3.825 2.206 -0.843 0.818
Br 2.001 0.618 7.699 -0.138 0.185 0.189
H 3.984 6.013 2.658 -0.082 -0.070 0.189
H 1.255 1.740 -4.590 -2.295 0.894 0.687
H -1.472 1.534 9.060 0.188 -0.049 -0.058
C -2.766 -12.765 -5.554 -0.061 -0.061 0.196
H -2.545 -12.954 -4.500 -0.041 0.118 -0.183
H 8.844 1.739 2.092 -0.177 -0.153 0.208
H 8.524 -3.670 0.581 -0.077 0.166 -0.025
H -1.199 4.776 1.951 -0.224 -0.221 0.024
C 2.613 0.306 4.238 0.059 -0.219 0.342
C 0.340 -0.336 -0.824 1.033 -0.946 -1.980
C -2.913 -11.283 -5.810 0.264 0.153 0.000
H -0.864 0.104 8.186 0.152 0.262 0.053
H 7.662 -2.408 1.497 0.010 -0.013 -0.302
C 8.003 1.158 4.028 0.163 -0.150 0.047
Br -5.556 6.031 5.806 -0.126 0.001 -0.060
Br 6.407 2.265 1.918 0.173 0.035 0.072
C 0.215 1.830 -2.542 1.056 0.152 -0.530
Br -2.895 -10.891 -7.720 -0.087 -0.013 0.080
H 0.703 -2.383 0.111 -1.635 0.679 -1.911
H -2.774 5.387 2.519 0.051 -0.124 -0.006
H 0.089 -4.331 -4.163 -1.518 -1.344 1.311
H 7.672 -2.497 -1.602 -0.005 -0.043 0.317
H 0.287 3.373 -4.341 -0.439 -2.563 0.189
C -0.035 -2.764 -2.099 -0.190 -1.273 0.441
H 1.056 -2.752 -2.532 -2.093 0.241 0.686
H 7.031 0.928 4.474 0.178 0.085 -0.234
Br 0.711 0.774 2.144 0.159 -0.505 0.685
C 0.164 0.202 -2.363 -0.479 -0.080 0.173
C -3.724 -0.371 -4.417 0.706 -0.765 0.441
H -7.775 5.350 4.881 0.262 -0.145 -0.085
H -5.255 3.971 3.715 -0.216 0.114 0.108
Br 9.672 -1.496 0.324 -0.022 0.013 0.086
Br 2.071 4.341 5.538 0.029 -0.112 -0.052
Br 6.126 -0.871 -0.501 0.135 -0.122 0.004
H -1.488 -4.416 -1.401 2.381 -0.153 -0.762
H -3.796 3.089 1.779 0.183 0.213 0.003
C 7.962 1.254 2.520 -0.290 -0.020 -0.186
H -0.880 -0.182 -2.744 1.722 0.811 0.687
C -0.075 -1.939 -0.679 0.114 0.559 0.384
H 1.259 2.235 -2.135 -2.180 -0.998 -0.737
Br 8.614 2.830 4.825 -0.075 0.001 0.055
H -2.061 -10.734 -5.399 -0.180 -0.082 -0.030
Br -6.458 5.600 2.251 0.111 -0.050 0.056
H -1.998 -13.238 -6.172 -0.212 0.211 0.103
H 0.865 2.640 8.629 -0.133 -0.261 -0.057
H -6.292 5.707 -4.502 0.204 -0.202 -0.105
C -3.104 1.052 -3.890 -0.226 1.829 6.870
H 2.802 0.015 5.275 -0.007 0.033 -0.322
H -6.958 3.998 5.706 0.052 0.086 -0.189
H 2.785 -1.044 -1.585 -0.562 0.646 0.790
C 0.660 1.572 8.745 0.171 -0.172 0.191
H -2.950 -0.967 -5.095 -1.724 1.541 1.201
Br 3.955 -0.648 3.192 0.072 0.067 -0.040
H -4.514 5.836 -4.494 -0.117 -0.190 -0.049
Br -1.955 3.609 4.027 -0.054 0.220 -0.327
H -6.907 3.423 3.332 0.079 0.151 0.113
Br -4.436 -13.711 -5.900 0.084 -0.047 -0.054
H 2.255 5.980 3.091 0.224 -0.156 0.144
H -4.999 3.616 -3.595 0.020 0.051 -0.187
C -0.667 -4.939 -3.476 1.074 2.703 0.505
Br 2.979 3.856 1.991 -0.135 0.118 0.112
H 4.370 4.256 4.563 -0.198 0.168 -0.141
Br -1.242 2.041 6.652 0.181 -0.317 0.336
H 0.849 1.281 9.783 -0.095 0.039 -0.167
H -4.451 3.332 -5.267 -0.168 0.222 0.159
H 1.089 -1.162 3.678 0.171 0.227 0.037
C -1.449 -6.890 -4.507 -0.165 -7.485 1.900
C -2.935 3.595 1.333 0.222 -0.171 -0.396
O -3.269 1.343 -2.571 0.653 -1.661 -8.685
```
Positions in Å, forces in eV/Å.

## Properties
HOMO-LUMO gap = 4.63 eV
Maximum force = 8.9 eV/Å
Net charge = -1
Lowest unoccupied orbital energy = 1.671 eV

Mulliken population analysis, charges in e, atoms 1 to 99: H 0.19; C -0.35; H 0.03; H 0.37; C -0.66; H 0.30; H -0.04; S -0.04; C -0.41; C -0.59; Br -0.02; H 0.14; H 0.26; C -0.65; C -0.57; C -0.39; O -0.25; C -0.34; H 0.37; H 0.37; H 0.23; C -0.53; H 0.35; H 0.30; C -0.56; O -0.26; H 0.39; H 0.03; H -0.37; H 0.01; C -0.60; O -0.51; C -0.60; C -0.67; C -0.57; Br -0.17; H 0.21; H 0.26; Br -0.16; H 0.23; Br -0.05; H 0.32; H 0.29; H 0.36; C -0.55; H 0.35; H 0.43; H 0.37; H 0.44; C -0.14; C 0.01; C -0.53; H 0.36; H 0.33; C -0.57; Br -0.14; Br -0.07; C -0.09; Br -0.14; H 0.19; H 0.38; H 0.18; H 0.36; H 0.29; C 0.11; H 0.16; H 0.30; Br -0.03; C 0.19; C -0.90; H 0.38; H 0.06; Br -0.15; Br -0.10; Br -0.07; H 0.24; H 0.22; C 0.07; H -0.65; C -0.88; H 0.18; Br -0.18; H 0.28; Br -0.14; H 0.38; H 0.34; H 0.40; C 0.69; H 0.05; H 0.35; H -0.11; C -0.55; H 0.24; Br -0.16; H 0.36; Br -0.11; H 0.37; Br -0.15; H 0.36